(1)
Computed, not measured: C22H27N3O4 in the gas phase, with ωB97M-V/def2-TZVPD.

LUMO energy (eV): -0.032
Orbital gap (eV): 8.80
HOMO (eV): -8.836
Structure (SMILES): CCOC(=O)N1CCC(NC(=O)Cn2cccc2C(=O)c2ccccc2C)CC1

Each line ends with the Mulliken charge.
CARTESIAN COORDINATES (ANGSTROEM)
O 0.585 -1.094 -1.551  -0.836
H 0.993 2.319 0.532  -0.106
H -1.012 -1.709 -0.881  0.175
C -3.545 -1.458 0.903  -1.186
H 5.289 2.800 -2.031  0.403
C 0.945 -2.265 2.445  -0.550
H 3.878 -0.530 0.222  0.478
C -3.374 -1.057 -1.580  -0.958
H 0.760 2.155 3.041  0.297
C -1.161 -3.337 0.324  0.744
C -3.483 0.379 -1.052  -0.978
C 2.255 1.275 -2.154  1.015
H -2.572 -1.122 -2.316  0.335
C 0.108 2.688 1.066  0.192
H 3.137 2.909 -3.202  0.374
H -3.394 -2.200 1.687  0.540
C -3.081 -2.039 -0.439  -0.266
C -2.739 -0.202 1.231  -0.296
C 0.381 -3.349 0.318  -1.151
H 0.719 -4.288 0.765  0.494
O -1.815 -4.150 0.943  -0.692
H 0.708 0.412 -3.339  0.256
H -4.500 0.578 -0.695  0.352
C 0.980 1.378 -2.922  -1.176
H 1.238 3.781 2.521  0.418
H -4.610 -1.235 0.846  0.429
C 1.411 -0.652 -0.752  0.907
H -3.243 1.101 -1.834  0.434
C 4.505 2.099 -1.782  -0.665
N 0.877 -2.245 1.099  0.235
C 4.720 1.123 -0.823  -0.850
C 2.457 0.324 -1.138  0.559
N -2.556 0.597 0.035  0.215
C 1.511 -1.090 2.888  -1.606
C 1.818 -0.336 1.757  -0.055
C -1.621 1.560 -0.057  0.768
H -0.279 3.555 0.519  0.486
C 0.441 3.043 2.503  -1.487
H 0.747 -3.274 -0.707  0.406
N -1.660 -2.320 -0.385  0.156
O -0.886 1.665 1.072  -0.324
C 3.290 2.161 -2.438  -0.955
H -3.248 0.387 2.005  0.351
C 3.702 0.247 -0.507  -0.649
C 1.413 -1.063 0.642  0.141
H 0.161 1.701 -2.280  0.155
H 2.263 0.639 1.741  0.894
H -1.752 -0.472 1.618  0.132
H -3.596 -2.994 -0.605  0.578
H 5.675 1.044 -0.327  0.417
H -0.434 3.453 3.001  0.377
H 1.684 -0.817 3.910  0.509
H 1.082 2.099 -3.729  0.447
O -1.454 2.261 -1.033  -0.786
H -4.307 -1.321 -2.077  0.391
H 0.594 -3.113 3.000  0.512

---

(2)
Computed, not measured: C22H27N3O4 in the gas phase, with ωB97M-V/def2-TZVPD.

LUMO energy (eV): 0.613
Orbital gap (eV): 7.66
HOMO (eV): -7.051
Structure (SMILES): COc1ccc(N2CCN([C@@H](CNC(C)=O)c3ccc4c(c3)OCO4)CC2)cc1

Each line ends with the Mulliken charge.
CARTESIAN COORDINATES (ANGSTROEM)
H -1.328 -1.248 -2.606  0.551
H -0.804 0.767 -1.205  -0.262
C -0.945 2.894 0.269  0.731
C -2.928 -2.364 0.836  -0.232
O -6.336 -1.159 1.074  -0.470
H 0.424 0.540 -2.483  0.514
C 3.726 0.778 1.397  -0.044
H -0.254 0.046 1.081  0.074
C 1.969 1.114 -0.432  0.046
C -0.024 -1.970 0.357  -1.655
C -4.229 -2.180 1.239  -0.842
C -5.056 -1.262 0.593  0.848
H 0.262 -1.916 -2.198  0.419
H -0.401 -2.406 1.279  0.431
C -4.537 -0.545 -0.472  -0.824
N -1.074 -1.898 -0.640  0.069
C -7.196 -0.231 0.468  -0.811
H 0.481 3.434 -1.100  0.266
C 5.204 -0.760 -0.313  0.780
N 0.315 2.962 -0.226  -0.047
N 1.070 -0.018 -0.583  0.352
C 0.548 -0.577 0.650  -0.012
C 3.283 0.573 0.100  -0.341
H 0.773 -2.608 -0.038  0.349
H -2.958 3.453 -0.159  0.324
H -1.761 4.696 -0.559  0.421
C 4.920 0.229 1.866  -1.443
H -6.812 0.792 0.553  0.322
H -5.140 0.173 -1.008  0.368
H -8.140 -0.305 1.007  0.236
H 3.695 -0.403 -1.783  0.446
H 1.073 1.958 1.374  0.492
H -2.869 -0.136 -1.700  0.250
H 2.245 3.021 0.547  0.355
C -0.555 -1.281 -1.838  -1.506
C -3.222 -0.727 -0.869  -0.395
H 8.093 -1.464 -0.424  0.245
H 7.196 -2.918 0.127  0.253
H 5.257 0.396 2.875  0.431
H 3.146 1.375 2.081  0.451
C -2.379 -1.631 -0.225  0.628
O 6.108 -1.554 -0.970  -0.502
C 4.034 -0.218 -0.778  -1.346
C 0.011 0.119 -1.562  0.298
C 1.434 2.301 0.403  -1.540
C 5.647 -0.538 0.992  1.111
H 1.365 -0.660 1.369  0.585
C 7.129 -1.830 -0.036  -0.262
H 2.157 1.488 -1.448  0.877
O -1.215 2.304 1.293  -0.628
H -7.367 -0.467 -0.589  0.319
H -2.330 -3.105 1.343  0.432
H -4.637 -2.750 2.060  0.416
C -1.969 3.628 -0.572  -1.410
O 6.837 -1.187 1.186  -0.488
H -1.940 3.278 -1.602  0.369

---

Quick one: most stable of them? (1)

---

(1)
Computed, not measured: 2 unconnected molecules or ions with the total composition C11H13NO2, with ωB97M-V/def2-TZVPD.

LUMO energy (eV): -0.530
Orbital gap (eV): 8.56
HOMO (eV): -9.090

Each line ends with the Mulliken charge.
CARTESIAN COORDINATES (ANGSTROEM)
C -1.280 -0.718 1.118  0.159
C -3.267 -0.675 -0.844  -0.407
H -4.368 -0.676 -1.445  0.201
C 1.268 1.404 -0.582  -0.315
C -1.444 0.451 0.402  0.317
H -0.709 -0.746 2.103  0.222
H -0.847 2.387 -0.204  0.415
H 3.269 1.613 0.067  0.391
H 1.486 2.353 -0.990  0.481
H -1.468 -2.881 1.196  0.440
N 4.714 -1.878 -0.176  -0.533
H 0.779 0.580 -1.298  0.453
H -2.847 1.470 -0.941  0.293
C -1.819 -2.012 0.688  -0.511
H 0.252 0.035 -0.487  0.065
C -2.838 -1.911 -0.307  -0.248
O 0.718 1.443 0.608  -0.326
C -2.642 0.522 -0.433  -0.546
C 2.497 -0.459 0.372  0.771
H 2.430 -0.392 1.591  0.150
C 2.627 0.876 -0.430  -0.935
H 3.138 0.642 -1.447  0.345
O 1.477 -1.139 -0.292  -0.679
H -0.874 2.034 1.746  0.303
C 3.696 -1.252 0.112  -0.133
H -3.236 -2.833 -0.806  0.310
C -0.710 1.761 0.679  -0.685

---

(2)
Computed, not measured: 2 unconnected molecules or ions with the total composition C11H13NO2, with ωB97M-V/def2-TZVPD.

LUMO energy (eV): 0.560
Orbital gap (eV): 8.77
HOMO (eV): -8.209
Structure (SMILES): O=C1CCc2cccc3c2N1CC3.O

Each line ends with the Mulliken charge.
CARTESIAN COORDINATES (ANGSTROEM)
O -3.693 -0.571 0.371  -0.627
H -2.164 1.060 -1.905  0.257
H 3.634 -0.298 -0.022  0.424
N -1.571 -0.334 -0.284  0.087
C -1.935 -0.779 2.151  -0.705
C 0.528 -0.369 -1.231  0.479
H 2.490 -0.339 -2.111  0.394
H -0.349 0.235 -3.249  0.339
C 2.564 -0.270 0.019  -0.585
C -2.545 -0.539 0.736  0.656
H 2.424 -0.278 2.138  0.388
O 2.712 3.001 -1.155  -0.669
C -0.431 -0.223 2.372  -0.986
H 2.952 2.081 -0.796  0.349
H -2.729 -0.610 -2.002  0.373
C -1.846 -0.028 -1.663  -0.841
H -1.620 -1.848 2.165  0.236
C -0.523 -0.379 -2.332  -0.480
C 0.474 -0.373 1.187  0.361
C 1.897 -0.231 -1.204  -0.855
H -0.578 0.864 2.502  0.258
C 1.859 -0.173 1.219  -0.557
H -2.699 -0.566 2.949  0.339
H 2.173 3.442 -0.503  0.306
C -0.189 -0.330 -0.029  0.351
H -0.817 -1.481 -2.584  0.211
H -0.016 -0.667 3.258  0.497

---

(3)
Computed, not measured: 2 unconnected molecules or ions with the total composition C11H13NO2, with ωB97M-V/def2-TZVPD.

LUMO energy (alpha / beta) (eV): 0.355 / 0.202
Orbital gap (alpha / beta) (eV): 7.22 / 7.60
HOMO (alpha / beta) (eV): -6.861 / -7.398

Each line ends with the Mulliken charge.
CARTESIAN COORDINATES (ANGSTROEM)
H -0.583 -3.571 0.023  0.366
H 4.638 0.537 0.523  0.234
H 1.548 3.056 -0.033  0.238
C -2.974 0.460 -1.125  -0.454
H 4.237 2.095 -0.382  0.283
C 0.086 -0.837 0.390  0.686
C -3.477 1.260 -0.108  -0.447
H -1.461 -1.154 -1.520  0.286
C 0.848 -1.908 -0.190  0.322
H -3.201 2.138 1.761  0.322
H 1.031 -4.100 -0.671  0.324
C -2.751 1.425 1.059  -0.199
O 0.710 -1.709 1.217  -0.516
C -1.203 -0.288 0.309  0.366
H -4.338 2.014 -0.232  0.236
C -1.607 0.725 1.312  -0.629
C -1.838 -0.311 -0.962  -0.494
C 3.901 1.303 0.295  -0.758
H 1.928 -1.698 -0.541  0.221
H 3.426 1.873 1.156  0.344
H -1.031 0.943 2.223  0.369
N 1.004 2.212 0.116  -0.468
O 2.812 0.630 -0.301  -0.277
H -0.081 -3.356 -1.564  0.399
C 0.276 -3.234 -0.595  -1.498
C 1.620 1.170 -0.119  0.382
H -3.519 0.326 -2.042  0.362

---

Quick one: most stable of them? (2)

---

(1)
Computed, not measured: 6 unconnected molecules or ions with the total composition C5H22N2O6, with ωB97M-V/def2-TZVPD.

LUMO energy (eV): 0.441
Orbital gap (eV): 9.91
HOMO (eV): -9.470
Structure (SMILES): C=NCC[C@H](N)CO.O.O.O.O.O

Each line ends with the Mulliken charge.
CARTESIAN COORDINATES (ANGSTROEM)
O 2.893 1.332 1.849  -0.683
H -1.313 1.765 0.380  0.436
C -1.791 0.966 -0.197  -1.100
C -0.964 -0.296 1.804  -0.876
H 1.633 1.339 -2.022  0.344
N -2.438 -1.359 0.094  -0.663
H 0.740 1.240 -0.513  -0.035
C -1.373 -0.415 0.318  1.395
H -0.427 -0.734 -0.135  -0.264
H -3.363 -1.020 0.292  0.224
H -2.313 0.439 -2.220  0.338
H 2.223 1.578 1.205  0.322
H -1.527 -1.856 -1.627  0.402
O 1.547 4.007 2.018  -0.645
C -1.733 1.189 -1.703  -0.723
O -0.518 -1.577 2.273  -0.585
H 2.413 -1.805 0.687  0.279
H 0.898 3.980 2.729  0.305
H 0.840 -3.479 -1.409  0.331
H 0.921 -2.052 -1.738  0.303
H 0.369 -1.703 1.920  0.298
H 2.328 3.515 2.295  0.331
N -0.411 1.259 -2.320  -0.513
H -0.141 0.410 1.875  0.258
C 0.617 1.303 -1.609  0.019
H -2.827 1.126 0.140  0.594
O -1.052 -2.206 -2.407  -0.681
H -2.275 -2.274 0.492  0.215
H -1.762 -2.344 -3.042  0.269
H 3.329 0.579 1.428  0.328
O 1.435 -2.725 -1.257  -0.692
H -2.117 2.199 -1.863  0.373
H -1.830 -0.051 2.421  0.366
O 2.399 -0.864 0.445  -0.575
H 2.236 -1.075 -0.492  0.306

---

(2)
Computed, not measured: 6 unconnected molecules or ions with the total composition C5H22N2O6, with ωB97M-V/def2-TZVPD.

LUMO energy (eV): 0.535
Orbital gap (eV): 9.70
HOMO (eV): -9.164
Structure (SMILES): CNCC(=O)N(C)C.O.O.O.O.O

Each line ends with the Mulliken charge.
CARTESIAN COORDINATES (ANGSTROEM)
H 1.295 3.923 1.380  0.250
H -0.162 1.283 1.279  0.468
H -0.792 -2.112 -0.758  0.363
H -3.593 0.206 0.777  0.338
H 0.552 1.400 -0.675  0.157
O -0.478 -1.727 -1.653  -0.612
C 2.315 0.560 0.931  -0.631
N -1.605 0.099 0.338  0.395
O -0.236 0.415 -3.532  -0.718
H -2.880 1.893 0.824  0.303
H -1.106 0.444 -0.546  -0.231
H -2.228 -2.576 1.038  0.308
C -0.666 0.291 1.408  -0.670
H -0.469 -0.034 -2.673  0.378
H -2.707 -1.970 -0.329  0.334
H -0.685 -0.150 -4.150  0.316
H -3.327 1.023 -0.676  0.305
O 0.283 2.042 -1.403  -0.703
C 0.365 -0.930 1.276  0.513
H 3.326 -1.965 1.549  0.324
H 1.901 -2.657 0.602  0.346
O -0.008 -2.091 1.369  -0.656
H 1.729 1.431 0.645  -0.155
C 2.617 -1.838 0.679  -1.133
H -0.029 -2.508 -1.994  0.259
H 3.261 0.701 0.370  0.360
H 0.118 1.488 -2.152  0.379
O -2.446 -2.761 0.157  -0.673
N 1.686 -0.725 0.949  0.261
H 3.140 -1.734 -0.273  0.343
C -2.828 0.900 0.346  -1.061
H 2.898 0.773 1.808  0.372
H 0.677 3.452 0.002  0.321
O 1.308 3.235 0.695  -0.576
H -1.226 0.220 2.392  0.424

---

Quick one: most stable of them? (1)

---

(1)
Computed, not measured: C3H4S2 in the gas phase, with ωB97M-V/def2-TZVPD.

LUMO energy (eV): -0.554
Orbital gap (eV): 8.37
HOMO (eV): -8.925
Structure (SMILES): S=C[C@H]1CS1

Each line ends with the Mulliken charge.
CARTESIAN COORDINATES (ANGSTROEM)
H 1.888 0.945 -0.202  0.278
H -0.844 0.146 -1.601  0.340
C -0.524 -0.100 0.596  -0.673
C -0.173 0.552 -0.701  0.103
S 1.707 1.188 -2.542  -0.228
H 0.258 -0.379 1.287  0.291
C 1.195 0.881 -1.038  -0.318
S -0.962 1.635 0.521  -0.085
H -1.365 -0.779 0.572  0.292

---

(2)
Computed, not measured: a molecular structure, C3H4S2, with ωB97M-V/def2-TZVPD.

LUMO energy (eV): -0.747
Orbital gap (eV): 7.76
HOMO (eV): -8.510

Each line ends with the Mulliken charge.
CARTESIAN COORDINATES (ANGSTROEM)
H -2.229 0.446 -0.636  0.304
H -1.064 -1.788 0.923  0.270
C -2.312 -0.509 -0.237  -0.544
H -3.274 -1.066 -0.080  0.223
H -0.951 1.563 0.893  0.149
S 0.154 1.488 -0.004  -0.188
S 1.599 -0.802 -0.076  -0.260
C -1.184 -0.982 0.174  -0.133
C 0.075 -0.197 0.093  0.179

---

(3)
Computed, not measured: 2 unconnected molecules or ions with the total composition C3H4S2, with ωB97M-V/def2-TZVPD.

LUMO energy (eV): -0.514
Orbital gap (eV): 8.27
HOMO (eV): -8.785
Structure (SMILES): C=C=S.C=S

Each line ends with the Mulliken charge.
CARTESIAN COORDINATES (ANGSTROEM)
H -0.917 -0.172 0.072  0.089
H 2.069 -0.825 -1.823  0.298
S 1.288 1.170 1.020  -0.263
C 1.228 -0.664 -1.173  -0.453
C -1.504 0.426 0.786  -0.299
H -1.786 1.351 0.335  0.333
H 0.417 -1.485 -1.249  0.218
S -1.977 0.003 2.240  -0.184
C 1.183 0.196 -0.206  0.260

---

(4)
Computed, not measured: C3H4S2 in the gas phase, with ωB97M-V/def2-TZVPD.

LUMO energy (eV): -1.970
Orbital gap (eV): 7.04
HOMO (eV): -9.012
Structure (SMILES): CC(=S)C=S

Each line ends with the Mulliken charge.
CARTESIAN COORDINATES (ANGSTROEM)
S 2.141 -0.685 -0.390  -0.177
C 0.632 -1.278 0.214  -0.218
H -1.130 1.711 -0.054  0.350
C -0.213 1.128 -0.079  -1.099
H 0.413 1.310 -1.012  0.313
S -2.011 -0.921 -0.374  -0.182
H 0.309 -2.344 0.871  0.278
C -0.513 -0.318 0.033  0.391
H 0.370 1.398 0.792  0.344

---

Quick one: most stable of them? (1)

---

(1)
Computed, not measured: 2 unconnected molecules or ions with the total composition C3H6P2, with ωB97M-V/def2-TZVPD.

LUMO energy (alpha / beta) (eV): 0.001 / 0.001
Orbital gap (alpha / beta) (eV): 7.03 / 7.03
HOMO (alpha / beta) (eV): -7.033 / -7.032

Each line ends with the Mulliken charge.
CARTESIAN COORDINATES (ANGSTROEM)
H 0.948 1.667 0.808  -0.043
C -0.311 -0.384 -0.365  -0.068
P 1.526 0.600 1.335  -0.069
H 2.728 0.833 0.460  0.013
P -0.698 -2.053 0.016  -0.218
H -1.102 -1.692 1.406  0.064
C -1.202 0.779 -0.272  -0.452
H -1.921 1.292 0.307  0.354
H 0.663 -2.717 0.082  0.082
H -0.095 1.008 -2.350  0.363
C -0.535 0.669 -1.427  -0.028

---

(2)
Computed, not measured: C3H6P2 in the gas phase, with ωB97M-V/def2-TZVPD.

LUMO energy (alpha / beta) (eV): -0.999 / -1.000
Orbital gap (alpha / beta) (eV): 7.67 / 7.67
HOMO (alpha / beta) (eV): -8.667 / -8.668
Structure (SMILES): [H]/P=C(\C)P=C

Each line ends with the Mulliken charge.
CARTESIAN COORDINATES (ANGSTROEM)
H 2.138 -0.675 -0.778  0.229
H 0.924 0.860 0.245  0.315
C 1.722 -1.595 -0.196  -0.567
H -2.529 1.366 0.326  -0.001
P -2.726 0.000 0.111  -0.045
H 2.276 -2.511 -0.144  0.285
H -0.287 1.812 -0.720  0.303
C -0.995 -0.153 -0.065  0.254
H -0.369 1.665 1.084  0.292
P -0.038 -1.845 0.043  0.063
C -0.116 1.076 0.094  -1.126

---

Quick one: most stable of them? (2)